{
  "formula": "C22H26ClGaN5O9S2",
  "method": "ωB97M-V/def2-TZVPD",
  "elements": ["Ga", "Cl", "S", "S", "O", "O", "O", "O", "O", "O", "O", "O", "O", "N", "N", "N", "N", "N", "C", "C", "C", "C", "C", "C", "C", "C", "C", "C", "C", "C", "C", "C", "C", "C", "C", "C", "C", "C", "C", "C", "H", "H", "H", "H", "H", "H", "H", "H", "H", "H", "H", "H", "H", "H", "H", "H", "H", "H", "H", "H", "H", "H", "H", "H", "H", "H"],
  "coordinates": [[-0.64202, -0.07815, 1.19575], [-2.76778, -0.87743, 3.21561], [-2.89095, 1.25445, -0.99356], [2.44716, -0.72383, -0.10784], [-1.06911, -1.87783, 0.46906], [-3.56940, -1.02595, 2.03789], [-2.17123, -2.10848, 3.59181], [-3.46595, -0.24472, 4.26658], [-1.63683, 0.09456, 2.84655], [-1.71281, 0.84782, -0.12154], [1.87742, -2.03078, -0.43425], [3.40329, -0.69216, 0.96115], [0.35889, -1.77949, 2.12062], [4.81845, 1.53840, -4.99070], [1.55485, -4.04906, 1.36289], [2.35191, 2.26653, 0.50386], [1.14718, 0.20239, 0.22981], [0.28764, 1.75304, 1.55198], [3.16228, -0.07633, -1.55431], [0.07226, -3.91092, 1.13315], [-3.74713, 2.54224, -0.13275], [-4.78711, 3.46579, 1.80578], [-4.06697, -0.08063, -0.86472], [1.33456, 1.45546, 0.75402], [1.19549, 3.89656, 1.83317], [4.97752, 1.03417, -2.64602], [-0.23839, -2.43855, 1.24768], [0.19761, 2.97479, 2.06830], [4.28096, 0.98923, -3.86194], [-3.97900, 3.70900, -0.84837], [-0.17925, -4.60166, -0.21627], [-4.63885, 4.75964, -0.22584], [2.45614, -0.13367, -2.75215], [4.41927, 0.51135, -1.49959], [-4.14192, 2.40571, 1.19350], [3.00958, 0.39303, -3.89695], [2.26976, 3.47253, 1.05616], [-5.03849, 4.63590, 1.09601], [1.18689, -5.16720, -0.64822], [1.95464, -5.30356, 0.65937], [-0.90965, -5.39734, -0.08543], [1.70059, -4.45403, -1.29179], [-4.83229, 5.67328, -0.77114], [-0.44565, -4.40876, 1.95378], [-0.57536, -3.88987, -0.93531], [3.03620, -5.34575, 0.56263], [2.46829, 0.34615, -4.83385], [1.60232, -6.14616, 1.25389], [-3.94886, 1.49190, 1.73721], [1.80680, -3.99313, 2.34741], [3.10425, 4.13696, 0.86156], [-5.54965, 5.45706, 1.58076], [5.77997, 1.82363, -4.99769], [-0.66624, 3.18238, 2.68745], [1.15600, 4.88923, 2.25317], [-5.09853, 3.37470, 2.83779], [1.10705, -6.11525, -1.17344], [-4.97683, 0.24249, -1.36909], [-4.25158, -0.30668, 0.18312], [-3.63365, -0.93959, -1.37366], [-3.64650, 3.79554, -1.87561], [4.94448, 0.55342, -0.55541], [5.96012, 1.48800, -2.61157], [1.98257, -3.23723, 0.87127], [4.38705, 1.37564, -5.88138], [1.47852, -0.59881, -2.78034]],
  "forces_ev_per_a": [[0.2, 0.0, -0.1], [0.0, 0.0, 0.0], [-0.1, -0.1, -0.1], [-0.1, 0.0, -0.1], [-0.1, 0.0, 0.2], [0.0, 0.0, 0.1], [0.0, 0.0, 0.0], [0.0, 0.0, 0.0], [-0.2, 0.0, -0.2], [0.0, 0.0, 0.0], [0.0, 0.0, 0.0], [0.0, 0.0, 0.0], [0.0, 0.1, 0.0], [0.0, 0.1, 0.0], [0.0, 0.0, 0.0], [0.0, 0.0, 0.0], [0.2, 0.1, 0.1], [0.0, -0.1, 0.0], [0.0, 0.0, 0.0], [0.0, 0.0, 0.0], [0.0, 0.0, 0.0], [0.0, 0.0, 0.0], [0.0, 0.0, 0.0], [0.0, 0.0, 0.0], [0.0, 0.0, 0.0], [0.0, 0.0, 0.0], [0.0, 0.0, 0.0], [0.0, 0.0, 0.1], [0.0, 0.0, 0.0], [0.0, 0.0, 0.0], [0.0, 0.0, 0.0], [0.0, 0.0, 0.0], [0.0, 0.0, 0.0], [0.0, 0.0, 0.0], [0.0, 0.0, 0.0], [0.0, 0.0, 0.0], [0.0, 0.0, 0.0], [0.0, 0.0, 0.0], [0.0, 0.0, 0.0], [0.0, 0.0, 0.0], [0.0, 0.0, 0.0], [0.0, 0.0, 0.0], [0.0, 0.0, 0.0], [0.0, 0.0, 0.0], [0.0, 0.0, 0.0], [0.0, 0.0, 0.0], [0.0, 0.0, 0.0], [0.0, 0.0, 0.0], [0.0, -0.1, 0.0], [0.0, 0.0, 0.0], [0.0, 0.0, 0.0], [0.0, 0.0, 0.0], [0.0, 0.0, 0.0], [0.0, 0.0, 0.0], [0.0, 0.0, 0.0], [0.0, 0.0, 0.0], [0.0, 0.0, 0.0], [0.0, 0.0, 0.0], [0.0, 0.0, -0.1], [0.0, 0.0, 0.0], [0.0, 0.0, 0.0], [0.0, 0.0, 0.0], [0.0, 0.0, 0.0], [0.0, 0.0, 0.0], [0.0, 0.0, 0.0], [0.0, 0.0, 0.0]],
  "nbo_charge": [1.910, 2.560, 1.310, 2.362, -0.742, -0.833, -0.789, -0.767, -0.936, -1.051, -1.019, -0.931, -0.692, -0.780, -0.527, -0.465, -1.029, -0.606, -0.457, -0.134, -0.215, -0.186, -0.822, 0.592, -0.336, -0.283, 0.802, 0.133, 0.218, -0.217, -0.421, -0.203, -0.079, -0.112, -0.226, -0.298, 0.138, -0.172, -0.423, -0.218, 0.231, 0.239, 0.232, 0.256, 0.256, 0.238, 0.216, 0.215, 0.243, 0.447, 0.212, 0.230, 0.397, 0.228, 0.245, 0.234, 0.243, 0.252, 0.278, 0.253, 0.231, 0.247, 0.219, 0.486, 0.395, 0.221],
  "charge": 1,
  "spin_multiplicity": 1,
  "lumo_ev": -2.2,
  "homo_ha": -0.382
}

---

{
  "formula": "C22H26ClIrNPPb",
  "method": "ωB97M-V/def2-TZVPD",
  "elements": ["Pb", "Ir", "Cl", "P", "N", "C", "C", "C", "C", "C", "C", "C", "C", "C", "C", "C", "C", "C", "C", "C", "C", "C", "C", "C", "C", "C", "C", "H", "H", "H", "H", "H", "H", "H", "H", "H", "H", "H", "H", "H", "H", "H", "H", "H", "H", "H", "H", "H", "H", "H", "H", "H", "H"],
  "coordinates": [[0.00000, 0.00000, 0.00000], [-2.51573, -0.22306, -1.07284], [-0.86432, 0.64376, -1.78164], [3.23864, 0.98040, 0.99181], [1.70445, 0.56587, 0.88014], [5.59841, 1.88017, 2.37334], [3.51323, -0.36259, 2.20425], [-1.66234, -1.01670, 0.34414], [1.71155, -1.16079, -0.14337], [7.16614, 1.59551, 0.22501], [2.71472, -2.26844, 3.31713], [3.94529, -2.52525, 3.85486], [-3.66492, 1.31281, -0.59356], [5.00089, 1.45656, 1.12007], [2.50404, -1.16100, 2.53159], [4.93681, -1.75391, 3.44778], [1.06486, 4.11268, 2.29595], [-2.88989, -1.52301, -2.51494], [7.69671, 1.96201, 1.37741], [4.76993, -0.52698, 2.76308], [6.92900, 2.14218, 2.49243], [3.72522, 3.58930, 1.83526], [3.25341, 4.72051, 2.54224], [1.98253, 5.06601, 2.64001], [2.74658, 2.64639, 1.56758], [1.45809, 2.92839, 1.72071], [5.77663, 1.50599, -0.02631], [2.06850, -1.20883, -1.19413], [0.61979, 2.28380, 1.48007], [1.47378, -1.07114, 2.20502], [8.77492, 2.09854, 1.45534], [5.38899, 1.27099, -1.00969], [4.10797, -3.39683, 4.47876], [0.00457, 4.31879, 2.42955], [1.47825, -2.18899, 0.21074], [-2.35889, -2.48543, -2.35800], [4.00916, 5.44961, 2.84526], [5.95202, -2.00286, 3.76582], [-3.50222, 1.64278, 0.45419], [4.74448, 3.67431, 1.50305], [-2.58666, -1.13653, -3.51063], [4.99502, 1.94586, 3.27668], [5.74289, -0.17553, 2.47423], [-2.04949, -0.64034, 1.31659], [7.37893, 2.39488, 3.44627], [-3.97505, -1.75712, -2.57530], [7.82315, 1.47314, -0.63893], [1.87798, -2.91997, 3.56193], [-1.63780, -2.12844, 0.31627], [-3.48174, 2.18936, -1.24962], [2.50892, -0.72514, 0.49767], [1.67007, 6.00613, 3.08038], [-4.74209, 1.05524, -0.68909]],
  "forces_ev_per_a": [[7.2, -1.3, 7.8], [-12.0, -2.3, -1.2], [5.0, 8.1, -12.3], [3.1, 2.5, 1.4], [-3.8, 3.5, 0.7], [-0.6, -0.4, -0.5], [2.4, 3.6, -0.4], [-2.4, -3.5, 5.2], [2.2, -4.9, -2.8], [-0.6, 0.1, -4.2], [-1.3, -0.4, 0.9], [-1.6, -2.3, 0.4], [-1.7, 2.2, 1.3], [1.6, 1.3, -0.8], [-2.5, -2.9, 1.8], [3.4, 2.7, 0.5], [-1.6, 0.5, -0.5], [-0.4, -2.5, -1.6], [2.7, 0.4, 1.2], [0.5, -4.6, 0.0], [-0.8, 0.1, 1.0], [-1.8, 2.7, 1.3], [4.5, 0.5, -1.4], [-2.5, 0.5, 1.4], [3.4, -1.6, -1.2], [-3.7, 1.3, 1.4], [0.7, -1.1, 2.0], [0.0, -0.1, 0.5], [0.6, -0.1, 0.1], [0.5, 0.4, 0.1], [-0.1, -0.1, -0.1], [0.0, 0.0, 0.1], [0.0, 0.0, -0.1], [0.1, -0.1, -0.1], [0.4, 0.4, -0.2], [-0.3, 0.3, -0.3], [-0.1, -0.1, -0.1], [-0.1, 0.1, 0.0], [-0.2, 0.1, -0.4], [-0.2, -0.6, 0.2], [0.0, -0.1, 0.4], [-0.1, -0.1, -0.3], [-0.6, 0.5, -0.1], [-0.2, -0.8, -0.3], [-0.1, 0.1, -0.1], [0.5, 0.1, 0.2], [0.0, 0.0, 0.2], [0.0, 0.1, 0.0], [0.5, 0.5, 0.3], [0.0, -0.3, 0.3], [-0.4, -2.4, -1.7], [0.1, -0.1, 0.0], [0.5, 0.0, 0.2]],
  "lowdin_spin": [0.083, 0.883, 0.266, 0.430, 0.888, 0.025, 0.017, 0.177, 0.192, 0.000, -0.003, 0.011, 0.223, 0.139, 0.013, 0.000, 0.001, 0.211, -0.002, 0.020, 0.007, 0.017, 0.002, 0.008, 0.042, 0.021, 0.016, 0.019, 0.005, 0.003, 0.000, 0.009, 0.001, 0.000, 0.024, 0.033, 0.000, 0.000, 0.031, 0.000, 0.009, 0.000, 0.001, 0.030, 0.001, 0.024, 0.000, 0.000, 0.034, 0.015, 0.044, 0.001, 0.027],
  "spin_multiplicity": 5,
  "lumo_ev": [-0.4, -0.6],
  "homo_ha": [-0.233, -0.307]
}

---

{
  "formula": "C22H26ClN4",
  "method": "ωB97M-V/def2-TZVPD",
  "elements": ["Cl", "N", "N", "N", "N", "C", "C", "C", "C", "C", "C", "C", "C", "C", "C", "C", "C", "C", "C", "C", "C", "C", "C", "C", "C", "C", "C", "H", "H", "H", "H", "H", "H", "H", "H", "H", "H", "H", "H", "H", "H", "H", "H", "H", "H", "H", "H", "H", "H", "H", "H", "H", "H"],
  "coordinates": [[-1.30603, 5.87861, -3.80318], [-2.72420, -0.63850, 2.01957], [1.39652, -0.57289, -0.43032], [-1.00760, 4.03089, -1.81850], [1.29833, -4.85902, 1.96477], [0.24069, -6.62441, 3.19817], [2.57188, -0.92653, -0.95404], [-0.87578, -5.64814, 1.33028], [-0.34068, 5.19414, -2.48710], [1.10951, 4.87980, -2.87717], [-4.71444, 0.85236, 0.76359], [-0.86424, -6.56837, 2.36536], [-3.89474, -0.40327, 2.61098], [-3.50171, 0.61982, 0.13310], [1.02701, 2.55088, -1.99882], [-0.48805, 2.70041, -2.23118], [3.50119, -1.71480, -0.29460], [1.65507, 3.94873, -1.74421], [3.10073, 3.92399, -1.67222], [1.28919, -5.75073, 2.95646], [1.12507, -1.01502, 0.80063], [3.19833, -2.15885, 0.98250], [1.98498, -1.80178, 1.54594], [-2.54623, -0.12992, 0.80304], [4.28460, 3.93597, -1.51913], [-4.91884, 0.33052, 2.02911], [0.22621, -4.82266, 1.17408], [-5.85020, 0.48699, 2.55506], [-0.99312, 1.96675, -1.60093], [-2.00856, 4.08636, -2.02441], [-0.89851, 4.16109, -0.81246], [-4.00918, -0.82876, 3.60135], [-3.30253, 1.00868, -0.85820], [-5.48896, 1.43034, 0.27490], [2.76979, -0.55302, -1.95379], [-1.70484, -7.23259, 2.52093], [2.17303, -5.75693, 3.58504], [1.24870, 4.33053, -0.79820], [-1.71965, -5.57184, 0.65840], [5.29632, 4.11835, -1.27090], [1.69242, 5.78274, -3.00751], [0.16475, -0.71243, 1.19925], [1.07421, 4.25070, -3.76864], [3.89737, -2.77564, 1.53109], [-0.75454, 2.47353, -3.25876], [1.45573, 2.21020, -2.94303], [1.29391, 1.79834, -1.25206], [1.71173, -2.12843, 2.53790], [0.28938, -7.32868, 4.01711], [-0.27869, 5.97636, -1.73144], [4.43775, -1.97285, -0.76918], [0.26265, -4.08848, 0.37507], [-1.58576, -0.34253, 0.34629]],
  "forces_ev_per_a": [[0.0, -0.6, 0.2], [-0.1, 0.1, -0.1], [0.1, 0.1, 0.0], [-0.4, 0.2, -0.6], [-0.1, -0.2, 0.1], [0.0, 0.0, 0.0], [-0.1, 0.1, -0.1], [0.0, 0.0, 0.0], [1.2, 1.6, 0.1], [-0.7, -1.5, 0.5], [-0.1, 0.1, -0.1], [-0.1, -0.1, 0.0], [0.1, -0.1, 0.1], [0.0, 0.0, 0.1], [0.5, 0.7, -0.5], [0.4, -1.6, 0.7], [0.0, 0.0, 0.0], [-0.7, -0.1, -0.4], [-0.2, 0.0, 0.2], [0.1, 0.1, 0.0], [-0.1, 0.1, 0.0], [0.1, 0.0, 0.0], [0.0, 0.1, 0.0], [0.1, 0.0, 0.0], [0.0, 0.4, 0.2], [0.0, 0.0, 0.0], [0.1, 0.1, 0.0], [0.0, 0.0, 0.0], [-0.2, 0.1, -0.1], [0.0, 0.0, 0.1], [0.0, -0.2, 0.0], [-0.1, 0.0, 0.0], [0.0, -0.1, 0.0], [0.0, 0.0, 0.0], [0.1, -0.1, 0.0], [0.0, 0.0, 0.0], [0.0, -0.1, 0.0], [0.4, 0.0, 0.2], [0.0, 0.0, 0.0], [0.4, -0.2, -0.1], [-0.1, 0.1, -0.1], [0.0, -0.1, 0.2], [0.4, 0.5, -0.3], [0.0, 0.0, 0.0], [-0.2, 0.5, -0.1], [0.1, -0.1, 0.1], [-0.3, 0.2, 0.1], [0.0, 0.0, 0.0], [0.0, 0.0, 0.0], [-0.3, 0.0, 0.1], [0.0, 0.0, 0.0], [-0.1, 0.0, 0.0], [-0.1, 0.0, -0.1]],
  "nbo_charge": [0.036, -0.412, -0.478, -0.518, -0.436, -0.256, 0.022, -0.258, -0.053, -0.412, -0.172, -0.162, 0.047, -0.270, -0.419, -0.248, -0.256, -0.279, -0.062, 0.035, 0.017, -0.145, -0.227, 0.021, -0.137, -0.252, 0.032, 0.230, 0.249, 0.459, 0.445, 0.203, 0.195, 0.220, 0.185, 0.221, 0.193, 0.202, 0.221, 0.249, 0.268, 0.190, 0.225, 0.230, 0.242, 0.231, 0.282, 0.239, 0.225, 0.231, 0.227, 0.190, 0.190],
  "charge": 1,
  "spin_multiplicity": 1,
  "lumo_ev": -3.2,
  "homo_ha": -0.412
}